Entry from the OMol25 dataset: a molecular structure, C3H6LiLuO5 at a distorted geometry (ωB97M-V with the def2-TZVPD basis set).

The value obtained for the total energy is -47269.6524 eV. The HOMO energy comes out at -8.153 eV.

Positions of all 16 atoms, in Å:
H1 -0.76308 2.57381 -1.29152
C1 0.04382 2.30246 -0.57820
C2 0.03505 0.78949 -0.40396
O1 0.57175 0.02018 -1.45116
Lu1 -0.44126 2.20967 2.65287
O2 -0.12321 2.92286 0.65070
H2 1.00565 2.57293 -1.06306
H3 -1.01047 0.46682 -0.21981
H4 0.65291 0.58450 0.49378
C3 0.14115 -2.40025 0.17656
O3 -0.49513 -2.25524 1.26165
O4 -0.49199 -3.10557 -0.81260
H5 -1.28558 -2.61945 -1.06398
Li1 -0.55556 -1.11587 2.66338
O5 1.39627 -2.30661 0.04036
H6 1.31968 -0.63972 -1.05500